1.
{
  "formula": "C6H16N2O",
  "method": "ωB97M-V/def2-TZVPD",
  "symbols": ["O", "N", "N", "C", "C", "C", "C", "C", "C", "H", "H", "H", "H", "H", "H", "H", "H", "H", "H", "H", "H", "H", "H", "H", "H"],
  "positions_angstrom": [[0.765, -1.479, -1.021], [1.024, -0.671, 0.500], [-2.104, 0.022, 0.002], [-1.337, 2.372, -0.321], [1.597, -1.647, 1.394], [1.949, 0.232, -0.045], [-0.366, 3.162, 0.113], [-0.095, -2.546, -1.310], [-2.088, 1.384, 0.531], [0.209, -2.978, -2.271], [-2.541, 0.005, -0.914], [2.531, -2.083, 1.018], [1.795, -1.132, 2.339], [3.010, -0.019, 0.063], [-1.129, -2.210, -1.459], [-1.152, -0.316, -0.118], [1.697, -0.014, -1.156], [1.692, 1.260, 0.207], [-1.650, 1.350, 1.531], [-1.646, 2.419, -1.362], [-0.068, -3.324, -0.537], [0.866, -2.429, 1.595], [-0.005, 3.100, 1.131], [-3.128, 1.715, 0.636], [0.175, 3.826, -0.547]],
  "lowdin_charge": [-0.259, -0.114, -0.002, -0.188, -0.103, -0.129, -0.028, -0.148, -0.299, 0.090, 0.060, 0.090, 0.099, 0.085, 0.064, 0.019, 0.127, 0.066, 0.105, 0.096, 0.079, 0.078, 0.055, 0.107, 0.050],
  "homo_energy_ev": -8.94,
  "e_lumo_ev": 0.9201,
  "relative_energy_kj_mol": 512.0,
  "fmax_ev_per_a": 2.6
}

=====

2.
{
  "formula": "C24H32I2N2O5",
  "method": "ωB97M-V/def2-TZVPD",
  "symbols": ["I", "I", "O", "O", "O", "O", "O", "N", "N", "C", "C", "C", "C", "C", "C", "C", "C", "C", "C", "C", "C", "C", "C", "C", "C", "C", "C", "C", "C", "C", "C", "C", "C", "H", "H", "H", "H", "H", "H", "H", "H", "H", "H", "H", "H", "H", "H", "H", "H", "H", "H", "H", "H", "H", "H", "H", "H", "H", "H", "H", "H", "H", "H", "H", "H"],
  "positions_angstrom": [[1.998, -3.002, 1.687], [0.277, 0.445, 5.333], [-1.768, -4.448, 4.034], [-3.887, -0.996, 1.587], [-3.374, -2.617, 6.192], [-1.159, -5.958, 2.048], [-0.608, -3.487, 2.222], [4.497, 0.712, -5.847], [-0.924, 3.247, -2.111], [-0.752, -3.089, 6.138], [2.313, 1.742, -4.444], [2.145, 1.082, -5.665], [-2.132, -2.330, 6.590], [3.250, 0.572, -6.350], [-1.806, -1.487, 3.024], [0.975, -2.027, 3.391], [-4.870, 0.947, 0.206], [0.277, 3.191, -4.174], [-0.577, -2.505, 3.357], [-0.763, 3.683, -3.380], [5.639, 0.123, -6.573], [-0.099, 2.314, -1.592], [4.700, 1.370, -4.685], [3.622, 1.890, -3.970], [-1.200, -4.786, 2.687], [-2.686, -1.887, 1.675], [-2.006, 3.820, -1.284], [1.170, 2.245, -3.661], [1.255, -0.425, 3.523], [0.953, 1.802, -2.350], [1.004, 0.461, 2.169], [-3.543, 0.294, 0.973], [-0.703, -3.596, 4.584], [5.722, 1.471, -4.329], [-4.589, 1.570, -0.749], [3.148, 0.038, -7.292], [-3.140, -2.983, 1.806], [1.464, -2.529, 4.359], [5.491, -0.961, -6.594], [1.602, 1.051, -1.902], [-0.043, 0.987, 2.103], [5.650, 0.540, -7.583], [-1.798, 4.887, -1.163], [0.238, -2.464, 6.353], [-0.278, 1.986, -0.572], [-0.641, -4.067, 6.813], [-2.952, 3.660, -1.807], [-5.643, 0.082, -0.059], [2.419, -0.314, 3.768], [-2.643, 0.266, 0.223], [-1.992, -1.807, 0.732], [0.390, 3.577, -5.186], [-1.461, 4.432, -3.746], [1.174, -0.100, 1.158], [-2.030, 3.331, -0.308], [1.153, 0.933, -6.089], [-2.577, -1.586, 3.931], [-3.296, 1.036, 1.870], [-5.475, 1.691, 0.912], [3.820, 2.414, -3.035], [1.812, 1.340, 2.192], [6.573, 0.362, -6.059], [-1.533, -0.352, 2.966], [-2.020, -1.467, 7.404], [0.234, -4.320, 4.551]],
  "lowdin_charge": [0.921, 0.835, -0.006, -0.197, -0.052, 0.062, -0.275, -0.082, -0.076, -0.087, -0.136, 0.066, -0.150, 0.038, -0.065, -0.621, -0.098, 0.065, -0.355, 0.038, 0.047, 0.039, 0.039, 0.062, -0.212, -0.143, 0.048, -0.136, -0.729, 0.065, -0.217, -0.270, -0.216, 0.157, 0.052, 0.162, 0.159, 0.101, 0.123, 0.144, 0.054, 0.121, 0.122, 0.091, 0.142, 0.156, 0.115, 0.103, 0.098, 0.100, 0.129, 0.146, 0.162, 0.032, 0.106, 0.146, 0.138, 0.127, 0.091, 0.146, 0.093, 0.112, 0.065, 0.133, 0.176],
  "homo_energy_ev": -12.75,
  "e_lumo_ev": -7.8581,
  "total_charge": 2,
  "fmax_ev_per_a": 9.9
}

=====

3.
{
  "formula": "CH5N2",
  "method": "ωB97M-V/def2-TZVPD",
  "symbols": ["N", "N", "C", "H", "H", "H", "H", "H"],
  "positions_angstrom": [[1.538, -0.208, -0.038], [-1.205, -0.396, 0.079], [-0.399, 0.576, 0.147], [2.184, 0.553, 0.049], [-2.290, -0.264, 0.113], [-0.798, -1.321, 0.224], [-0.612, 1.663, 0.381], [1.582, -0.604, -0.955]],
  "lowdin_charge": [0.150, 0.153, 0.138, 0.025, 0.217, 0.151, 0.146, 0.021],
  "homo_energy_ev": -15.82,
  "e_lumo_ev": -5.7933,
  "relative_energy_kj_mol": 439.7,
  "total_charge": 1,
  "fmax_ev_per_a": 4.8
}

=====

4.
{
  "formula": "C2H2FNO2",
  "method": "ωB97M-V/def2-TZVPD",
  "symbols": ["F", "O", "O", "N", "C", "C", "H", "H"],
  "positions_angstrom": [[-1.381, -1.795, -0.224], [2.492, 1.302, 0.201], [1.193, -0.398, 0.282], [2.134, 0.304, -0.417], [-1.601, 0.651, 0.076], [-1.501, -0.492, -0.146], [-2.023, 1.581, 0.310], [0.688, -1.153, -0.082]],
  "lowdin_charge": [0.098, 0.003, -0.045, -0.075, 0.122, -0.231, 0.039, 0.089],
  "homo_energy_ev": -10.54,
  "e_lumo_ev": 0.1074,
  "relative_energy_kj_mol": 649.4,
  "fmax_ev_per_a": 4.4
}